C5H5NS2 | the ωB97M-V functional and the def2-TZVPD basis

As for the SMILES: C=C(CC#N)SC=S. Its total energy is -1044.5392 a.u. As for the frontier orbital gap: 8.4588 eV. The value obtained for the lowest unoccupied orbital energy is -0.3906 eV. The energy relative to the best compared isomer or geometry (same formula, charge and spin) comes out at 252.4 kJ/mol.

Last column: Löwdin charge in e.
CARTESIAN COORDINATES (ANGSTROEM)
C  2.018  -1.760  0.723  -0.049
C  1.524  -0.735  0.023  -0.548
C  2.299  0.590  -0.351  -0.198
C  1.524  1.762  -0.102  -0.218
N  0.733  2.608  0.249  0.161
S  -0.236  -1.049  -0.552  0.861
C  -1.317  0.133  0.267  -1.017
S  -2.955  0.105  0.112  0.589
H  1.231  -2.490  0.835  0.017
H  3.159  -2.203  1.052  0.155
H  3.234  0.530  0.323  0.145
H  2.820  0.448  -1.319  0.125
H  -0.801  0.629  1.046  -0.022